# 1
19
Properties=species:S:1:pos:R:3:forces:R:3 method="wB97M-V/def2-TZVPD" multiplicity=1 gap_ev=10.539 de_lowest_kcal_mol=19.85 charge=+1 total_energy_ev=-8806.8736 max_force_ev_per_a=0.96 smiles="CCNCNC=[NH2+]" e_homo_ev=-13.53
C 2.3027 0.9213 0.0051 -0.071 -0.268 0.201
C 1.5099 -0.3004 0.4451 0.221 0.210 0.023
N 0.5427 -0.6397 -0.5909 -0.452 0.525 -0.148
C -0.5302 -1.4822 -0.2313 -0.015 -0.266 -0.077
N -1.7831 -0.7788 0.2347 0.039 -0.459 0.182
C -2.2536 0.4389 0.2070 -0.468 -0.026 0.255
N -1.7035 1.5262 -0.2696 0.861 -0.260 -0.325
H 1.6335 1.7524 -0.2099 0.000 0.107 -0.005
H 2.9934 1.2232 0.7860 0.118 0.069 0.024
H 2.8735 0.6966 -0.8931 0.082 0.047 -0.080
H 0.9568 -0.0811 1.3623 0.045 -0.032 -0.002
H 2.1885 -1.1393 0.6480 -0.104 0.059 0.085
H 0.9879 -0.8820 -1.4645 -0.181 -0.079 0.004
H -0.2933 -2.1445 0.6155 -0.043 0.073 -0.174
H -0.8509 -2.1018 -1.0742 0.107 0.105 0.093
H -2.3965 -1.4593 0.6724 -0.082 0.325 -0.035
H -3.2392 0.5603 0.6530 0.121 -0.022 -0.070
H -0.7743 1.4687 -0.6756 -0.110 0.050 -0.010
H -2.1643 2.4216 -0.2200 -0.066 -0.160 0.058

***

# 2
21
Properties=species:S:1:pos:R:3:forces:R:3 method="wB97M-V/def2-TZVPD" multiplicity=1 gap_ev=10.389 de_lowest_kcal_mol=50.33 charge=+1 total_energy_ev=-12900.9276 max_force_ev_per_a=4.90 e_homo_ev=-13.64
C 1.5050 -2.0280 0.3848 -0.543 2.509 1.090
C 2.3089 -1.7032 -0.8062 -1.119 1.284 0.117
C -0.0054 -0.8273 1.8374 0.080 -2.269 2.065
C -1.6309 1.9865 -1.1007 0.361 0.236 -2.759
N -0.8574 0.0448 2.1483 -2.351 1.475 2.522
N 0.5198 -0.8925 0.6717 2.618 0.612 -4.092
N -0.9128 0.8354 -1.5475 0.466 -1.996 -0.149
O 1.6469 -2.8601 1.2083 -0.171 -0.659 -0.091
O -1.1624 2.2924 0.1399 -0.002 4.093 2.364
H 2.8103 -2.5670 -1.0505 1.284 -1.805 -1.024
H 1.6722 -1.3238 -1.6088 0.154 -0.234 -0.074
H 3.0230 -0.9200 -0.5505 0.016 0.008 0.145
H -1.4955 2.7970 -1.8801 -0.498 -0.239 1.216
H -2.6571 1.6303 -1.0316 -0.338 0.417 -0.279
H -1.0624 0.6824 1.4153 -1.008 1.492 -0.252
H -1.3472 -0.0104 3.0819 0.787 0.536 -1.829
H 0.4777 -0.0425 -0.1086 -0.738 -2.722 2.654
H 0.1409 -1.5487 2.6643 0.741 -0.187 -1.192
H -1.5483 0.3489 -2.1447 -0.195 -0.856 -0.269
H -0.0223 0.8124 -2.0481 -0.360 1.348 0.137
H -1.4031 3.2935 0.3254 0.816 -3.043 -0.299

***

# 3
20
Properties=species:S:1:pos:R:3:forces:R:3 method="wB97M-V/def2-TZVPD" multiplicity=1 gap_ev=6.625 de_lowest_kcal_mol=6.68 charge=-1 total_energy_ev=-19649.8770 max_force_ev_per_a=0.67 e_homo_ev=-2.77
N 0.5518 0.8563 1.9373 -0.631 0.212 0.108
C -0.2137 -0.2553 2.2187 0.304 0.055 0.307
N 0.2026 -0.8637 3.4305 0.041 -0.334 -0.374
N -1.1781 -0.7486 1.5535 -0.138 0.333 0.123
H 0.4119 1.2810 1.0126 0.144 -0.397 -0.002
H 1.4906 0.7819 2.2710 0.353 0.085 -0.061
H 0.2608 -0.2088 4.1932 -0.026 0.093 0.057
H -0.4191 -1.6306 3.6357 -0.080 0.010 0.127
H -1.3099 -0.1635 0.7246 0.084 -0.219 -0.226
C 1.3426 -1.2477 -1.7858 -0.357 -0.461 0.240
C -0.1222 -1.0811 -2.1963 0.034 0.419 0.337
C -0.4379 0.3771 -2.5528 0.409 0.202 -0.028
S -0.2436 1.5544 -1.1614 -0.133 0.147 -0.071
H 2.0559 -1.0233 -2.5820 -0.100 0.081 -0.100
H 1.4997 -2.2823 -1.4598 0.178 0.063 -0.020
H 1.5320 -0.5883 -0.9397 0.119 0.051 -0.044
H -0.3791 -1.7837 -2.9980 -0.002 0.134 -0.161
H -0.7330 -1.3453 -1.3275 -0.036 -0.104 -0.057
H -1.4469 0.5213 -2.9410 -0.053 -0.336 -0.069
H 0.2595 0.6882 -3.3414 -0.111 -0.035 -0.085

***

# 4
20
Properties=species:S:1:pos:R:3:forces:R:3 method="wB97M-V/def2-TZVPD" multiplicity=1 gap_ev=7.986 de_lowest_kcal_mol=127.15 charge=+1 total_energy_ev=-19636.5111 max_force_ev_per_a=3.91 e_homo_ev=-13.11
C 1.0809 -0.0317 -1.5588 1.779 -0.275 -3.103
C 1.9471 0.0462 0.7271 2.033 1.067 3.167
C -2.5910 -1.6198 0.7163 0.213 -0.418 -1.687
C -0.7894 0.6009 0.5629 -1.692 0.004 -2.748
N -0.2229 2.8468 -0.2219 -1.971 2.542 2.115
N -0.5927 1.8427 0.2737 0.008 -1.351 1.529
N 0.9443 -0.4122 -0.1951 -0.277 -1.391 -0.252
S -2.1604 -0.0822 -0.2934 -0.741 -0.700 0.123
H 1.7242 0.8691 -1.6836 -0.106 -0.915 0.041
H 1.3412 -0.8689 -2.3281 0.813 1.082 1.778
H 0.2003 0.1776 -2.1031 -2.013 0.839 0.339
H 2.3483 1.1075 0.5198 -0.890 -1.651 -0.190
H 1.4947 0.1469 1.7881 0.441 -0.179 -1.530
H 2.9007 -0.5604 0.9816 -1.601 0.455 -1.171
H -3.6809 -1.7857 0.8306 0.638 0.662 -0.227
H -2.1530 -1.3452 1.6434 0.288 -0.573 1.041
H -2.1690 -2.5493 0.2055 -0.274 1.439 0.884
H -0.5315 0.2230 1.4855 0.969 -0.592 1.914
H 0.1244 2.8288 -1.1205 2.105 -0.837 -2.899
H 0.7845 -1.4342 -0.2298 0.278 0.792 0.875

***

# 5
20
Properties=species:S:1:pos:R:3:forces:R:3 method="wB97M-V/def2-TZVPD" multiplicity=1 gap_ev=8.956 de_lowest_kcal_mol=114.05 charge=+1 total_energy_ev=-19637.0791 max_force_ev_per_a=6.28 e_homo_ev=-13.86
C 0.1670 -0.7640 1.3999 -0.091 -1.714 -6.043
C 0.0052 -0.5884 2.8215 -1.876 3.600 0.618
C 0.5300 1.9326 -1.9868 0.377 -2.531 0.688
C -0.7054 1.2421 -1.4045 -2.058 1.105 -1.749
N -0.3339 0.0849 0.4615 0.793 -0.565 5.714
N 0.7223 -1.9624 0.9919 -0.697 2.160 3.317
N -0.2348 -0.0725 -0.8507 2.628 0.215 -1.433
S -1.0463 -1.4534 -1.5934 2.483 -1.125 -2.500
H 0.3880 0.4537 3.0411 -0.447 -1.029 0.003
H -1.1167 -0.4991 2.9462 1.189 -0.238 0.384
H 0.4570 -1.2535 3.5212 0.246 -0.819 -0.020
H 0.2637 2.8451 -2.4118 -0.124 1.561 -0.896
H 1.1818 2.0806 -1.1162 0.167 0.293 -0.295
H 1.0733 1.2423 -2.7249 -0.860 1.101 0.670
H -1.5756 1.0265 -2.1841 2.076 0.452 1.522
H -1.1613 1.8394 -0.5376 0.833 -1.062 -1.398
H 1.1897 -2.3050 1.8051 0.601 -1.177 -0.139
H 1.0937 -2.1831 0.1196 0.418 -0.204 -1.679
H 1.2020 -0.0760 -1.3965 -3.819 -0.449 1.409
H -2.0997 -1.5900 -0.9015 -1.838 0.427 1.825